# 1
This record from OMol25 describes a structure of composition C5H24FN11O5Ti. The level of theory is ωB97M-V with the def2-TZVPD basis set.

Atoms and positions in Å:
1 H 1.901 -1.466 2.208
2 H 1.416 -0.078 1.215
3 H 4.340 1.677 1.994
4 N 0.897 3.451 -3.205
5 H 0.275 4.164 -3.543
6 N -0.920 -1.171 2.582
7 N -0.199 -3.106 0.401
8 H -1.911 -1.997 -4.549
9 N -2.157 -1.043 -4.346
10 O -2.111 0.576 -2.798
11 H -2.257 4.201 3.143
12 H 0.172 1.587 1.252
13 H -0.787 -1.002 -1.491
14 H -0.599 4.160 3.534
15 H 0.655 0.821 -1.419
16 H -0.665 -2.320 -2.613
17 N -0.623 -5.364 0.026
18 H -0.473 -3.339 1.330
19 N -0.996 -1.386 -2.404
20 N 0.065 2.383 1.861
21 N 1.109 1.516 -1.999
22 H -0.861 -2.178 2.574
23 O 3.748 -0.285 3.358
24 N 2.032 -0.531 1.871
25 N -1.359 3.770 3.008
26 H -0.682 -0.766 1.644
27 Ti -2.010 1.281 -0.587
28 H -0.659 -5.545 1.012
29 H 0.840 2.800 2.343
30 O -2.103 2.526 1.252
31 H 2.948 1.626 0.952
32 H 1.604 3.133 -3.841
33 H -1.840 -0.878 2.921
34 H -0.303 -0.752 3.288
35 H -0.623 -6.131 -0.622
36 H -2.613 -0.517 -5.065
37 H -0.024 -2.189 0.024
38 C 3.143 0.115 2.388
39 C -1.195 2.875 2.007
40 O -0.387 3.137 -1.376
41 H 1.640 1.053 -2.719
42 F -0.238 -0.036 0.147
43 C -0.333 -4.143 -0.489
44 C -1.778 -0.576 -3.140
45 O -0.020 -3.987 -1.661
46 N 3.493 1.228 1.695
47 C 0.452 2.705 -2.163

Computed properties:
Frontier orbital gap (alpha / beta): 3.58 / 9.11 eV
Spin multiplicity: 4
Net charge: +1



# 2
This record from OMol25 describes a structure of composition C5H24Li4O13S. The level of theory is ωB97M-V with the def2-TZVPD basis set.

Atoms and positions in Å:
1 H -0.021 -4.060 2.357
2 O 2.917 0.044 3.448
3 O -0.080 -3.184 2.738
4 Li -3.114 0.055 -0.968
5 O -1.056 -0.272 3.622
6 O 2.802 -2.452 2.190
7 H -1.559 -0.988 4.011
8 H 0.562 4.075 1.253
9 H 1.970 0.323 -2.263
10 H 2.018 -4.428 -0.120
11 Li 0.632 -2.391 -3.140
12 O -2.396 -0.358 -2.654
13 H 3.083 -3.004 1.461
14 Li -1.350 -2.562 -0.646
15 O -2.361 -2.676 -2.325
16 Li -3.412 -2.034 0.724
17 C -1.808 3.620 -0.430
18 C -0.596 -0.205 0.294
19 O -0.600 4.936 -1.867
20 H -0.802 5.653 0.067
21 H 2.483 -0.352 4.204
22 H 1.870 -2.645 2.292
23 C -0.654 4.707 -0.452
24 C 0.616 4.145 0.167
25 H -0.067 4.304 -2.356
26 O 2.600 -3.670 -0.068
27 C 0.660 -0.987 -0.150
28 O -1.799 -0.825 0.617
29 H -1.622 2.868 -1.196
30 H -0.988 -0.502 2.696
31 O -3.409 -1.850 -4.317
32 H 0.840 3.151 -0.222
33 O -1.038 -1.769 -4.042
34 H -0.768 0.501 -0.518
35 H 1.528 -0.354 -0.332
36 H -0.722 -2.729 2.194
37 H 1.187 -1.279 0.758
38 H -2.792 4.063 -0.580
39 H 2.930 -0.650 2.789
40 H 2.879 1.186 -3.111
41 H -1.959 3.080 0.505
42 O 0.593 -1.999 -1.142
43 H -0.384 0.441 1.146
44 H 1.497 4.771 0.025
45 S -2.319 -1.670 -3.359
46 O 1.971 0.896 -3.029
47 H 2.039 -2.922 -0.272

Computed properties:
Frontier orbital gap (alpha / beta): 6.64 / 3.40 eV
Spin multiplicity: 2
Net charge: +1



# 3
This record from OMol25 describes a cluster of 6 separate species, C5H24N2O5 in total. The level of theory is ωB97M-V with the def2-TZVPD basis set.

Atoms and positions in Å:
1 H -2.376 -0.884 2.261
2 H 0.809 1.781 -3.027
3 H -0.486 0.212 3.291
4 H -1.872 -2.451 -1.960
5 H 0.249 0.580 4.521
6 C 0.484 2.212 -2.109
7 O 3.903 -0.242 0.256
8 H 0.079 -1.097 1.827
9 H -0.332 -1.866 0.370
10 N -1.967 -1.568 1.637
11 O 2.345 -0.495 2.956
12 H -1.249 -0.257 -3.191
13 H 2.941 -1.063 3.458
14 H -0.642 -3.344 -2.257
15 H -0.876 0.794 -4.201
16 H 2.966 0.102 2.518
17 C -0.701 -1.118 1.062
18 H 0.508 -0.423 -1.128
19 H -2.618 -0.316 -0.545
20 H 3.927 -1.189 0.122
21 H -1.892 1.044 -1.254
22 C 1.040 1.574 -0.869
23 O -0.646 0.356 4.233
24 H -1.815 -2.444 2.118
25 H -0.516 1.005 1.180
26 N 0.464 0.295 -0.421
27 H -0.587 2.204 -2.327
28 O -1.473 0.055 -4.076
29 C -0.732 0.259 0.411
30 H 2.993 0.069 0.287
31 H 0.673 3.290 -2.157
32 O -0.912 -2.455 -2.024
33 H 0.973 2.227 0.005
34 H -2.688 1.252 0.296
35 H 2.078 1.319 -0.982
36 C -2.051 0.583 -0.280

Computed properties:
Frontier orbital gap: 9.16 eV
SMILES string: CCN[C@@H](C)CN.O.O.O.O.O
Net charge: 0



# 4
This record from OMol25 describes a cluster of 6 separate species, C5H24N2O5S in total. The level of theory is ωB97M-V with the def2-TZVPD basis set.

Atoms and positions in Å:
1 H -1.508 -1.307 -4.384
2 H 1.823 -0.109 0.803
3 H 0.088 3.090 3.296
4 H 1.002 2.819 -2.992
5 H -1.951 -1.863 2.135
6 C 0.675 -0.285 0.770
7 H -0.116 3.075 0.449
8 S 1.240 -3.359 0.462
9 H 0.729 -3.155 2.804
10 C -0.401 2.359 2.599
11 N -1.336 -1.398 1.533
12 C 0.081 -1.258 1.933
13 H 0.087 -0.383 2.685
14 O 3.707 0.258 0.139
15 O -2.868 -1.596 -1.773
16 H -1.218 -2.229 -3.102
17 H -3.794 -1.453 -1.668
18 C 1.080 -2.452 2.084
19 C 0.382 2.271 1.187
20 H -2.694 -0.714 -2.185
21 H -1.561 1.376 -3.199
22 N -0.115 1.016 0.587
23 H -1.515 2.650 2.549
24 H -0.334 1.397 3.153
25 H -2.027 1.163 -1.824
26 H 1.708 1.514 -2.555
27 H 1.474 2.477 1.245
28 H -1.480 -1.891 0.559
29 O -2.319 1.083 -2.807
30 H -0.973 0.695 0.967
31 O -1.225 -2.194 -4.162
32 O 1.402 2.041 -3.294
33 H 3.305 1.015 0.537
34 H 1.732 -2.435 -0.421
35 H 4.304 0.675 -0.531
36 H 0.613 -0.749 -0.199
37 H 2.003 -2.143 2.621

Computed properties:
Frontier orbital gap: 8.80 eV
SMILES string: CCNC[C@@H](N)CS.O.O.O.O.O
Net charge: 0



# 5
This record from OMol25 describes a cluster of 7 separate species, C5H25Br4N4O3 in total. The level of theory is ωB97M-V with the def2-TZVPD basis set.

Atoms and positions in Å:
1 H 5.025 2.730 -0.574
2 H -4.310 -1.652 1.241
3 H 1.437 -1.683 1.852
4 H 4.800 -0.026 -1.989
5 H -0.873 -0.180 3.809
6 H 0.648 -2.179 3.234
7 H -3.064 -2.352 2.012
8 O -1.387 -1.674 -0.435
9 C -1.476 2.488 -1.675
10 H -1.393 1.347 4.023
11 H 2.196 -2.219 3.305
12 H -0.827 -0.929 -3.460
13 C 5.082 0.644 -1.177
14 Br -2.868 1.850 -2.940
15 H -0.646 1.790 -1.777
16 H -2.251 1.616 0.181
17 Br 7.101 0.386 -0.958
18 H 4.612 0.249 -0.276
19 O 0.212 -0.315 -1.245
20 Br -0.094 2.804 0.791
21 N -1.237 0.630 3.328
22 Br 2.675 2.167 -1.429
23 N -3.594 -2.359 1.153
24 O 0.137 -0.718 0.925
25 H 1.295 -3.243 2.248
26 N -1.725 -1.339 -3.242
27 H -1.750 -2.189 -3.787
28 H 0.917 0.154 -0.793
29 H -2.165 0.421 2.989
30 C -1.793 2.517 -0.227
31 H -0.574 0.900 2.616
32 N 1.448 -2.323 2.634
33 H -3.931 -3.294 0.974
34 H -2.474 3.345 -0.030
35 H 4.929 2.447 -2.428
36 H -1.193 3.459 -2.081
37 H -2.534 -0.740 -3.320
38 H -1.706 -1.623 -2.273
39 H -2.918 -2.137 0.436
40 C 4.669 2.136 -1.416
41 C -0.401 -0.902 -0.219

Computed properties:
Frontier orbital gap: 5.84 eV
Net charge: +3



# 6
This record from OMol25 describes a cluster of 7 separate species, C5H25N2O6S in total. The level of theory is ωB97M-V with the def2-TZVPD basis set.

Atoms and positions in Å:
1 O -1.798 0.081 1.325
2 H -3.875 1.429 -1.609
3 H -1.921 1.558 -2.597
4 O 3.450 -1.524 1.365
5 C -1.297 -0.770 -1.958
6 O 0.587 -0.981 2.380
7 N -2.002 2.320 -1.942
8 H -1.253 -0.440 -3.010
9 H -0.101 3.148 -1.643
10 O 3.300 -1.698 -1.405
11 O 0.021 -3.167 0.380
12 N -0.370 -0.156 -1.062
13 H 1.236 -0.259 2.419
14 H -1.405 0.919 1.645
15 H 2.815 -0.788 1.371
16 C 1.476 1.394 -0.465
17 H 2.092 0.492 -0.451
18 H 2.033 2.120 -1.069
19 H -0.879 2.822 -0.179
20 H 3.811 -1.417 -0.628
21 H 0.392 -2.541 1.037
22 H -3.577 2.939 -0.666
23 H -1.940 -3.480 1.149
24 H 0.484 1.261 -2.352
25 C -0.751 2.393 -1.167
26 H 0.342 -0.685 -0.594
27 H -1.335 -0.011 0.461
28 H -2.077 -2.013 1.310
29 H -2.938 1.386 -0.195
30 H 3.104 -0.899 -1.893
31 C 0.204 1.168 -1.282
32 S 1.269 1.956 1.252
33 C -3.137 2.024 -1.065
34 H -0.239 -0.513 2.175
35 O -2.598 -2.814 1.417
36 H -2.319 -0.679 -1.597
37 H 0.277 -2.688 -0.419
38 H 3.140 -2.265 1.881
39 H -1.015 -1.812 -2.158

Computed properties:
Frontier orbital gap: 6.98 eV
Net charge: -1



Taking the records one at a time from the top gives max |F| values of 1.81; 4.59; 1.87; 5.15; 2.17; 1.72 eV/Å.
Taking the records one at a time from the top gives total energy values of -2132.73605; -1611.14994; -690.57312; -1088.67536; -10945.34563; -1164.67785 Ha.